Run i
Computed, not measured: C2H3N3O in the gas phase, with ωB97M-V/def2-TZVPD.

```
! wB97M-V def2-TZVPD RIJCOSX def2/J DEFGRID3
* xyz 0 1
C 1.26005 -0.99060 -0.00019
C -0.95230 -0.14385 0.00568
N 2.04077 -1.83768 -0.02171
N 1.03835 1.32462 -0.06966
N 0.50201 0.11862 0.00531
O 0.27794 2.26773 0.00009
H -1.44272 -0.03942 0.93973
H -1.54614 0.43901 -0.67486
H -1.17796 -1.13843 -0.18438
*
```

SMILES = CN(C#N)N=O
E_HOMO = -10.5 eV
Kohn-Sham gap = 10.376 eV
molar mass = 85.1 g/mol

Run ii
Computed, not measured: C2H3N3O in the gas phase, with ωB97M-V/def2-TZVPD.

```
! wB97M-V def2-TZVPD RIJCOSX def2/J DEFGRID3
* xyz 0 1
C 0.06011 1.05979 0.11498
C 1.40377 0.70539 -0.17256
H -2.21569 -0.79320 -0.13288
H -0.53285 1.90074 0.43366
H 2.24382 1.33480 -0.20526
N -0.62048 -0.07973 0.20084
N 1.52691 -0.71861 -0.04158
N 0.23694 -1.12424 0.08587
O -2.03526 0.05307 -0.18324
*
```

SMILES = On1ccnn1
E_HOMO = -9.9 eV
Kohn-Sham gap = 10.168 eV
molar mass = 85.1 g/mol

run i is favored, and the nearest alternative lies 22.5 kcal/mol above it.

Run i
Computed, not measured: C2H3N3O in the gas phase, with ωB97M-V/def2-TZVPD.

```
! wB97M-V def2-TZVPD RIJCOSX def2/J DEFGRID3
* xyz 0 1
N 1.74098 0.06723 0.20226
C 0.38418 -0.12603 0.12137
N -0.18962 -1.29089 0.28760
O -1.54379 -0.99482 0.12750
C -1.62059 0.30766 -0.09654
N -0.48339 0.91936 -0.11598
H 2.01678 1.01671 0.00051
H 2.30240 -0.62399 -0.27378
H -2.60695 0.72478 -0.25293
*
```

SMILES = Nc1ncon1
E_HOMO = -9.6 eV
Kohn-Sham gap = 10.606 eV
molar mass = 85.1 g/mol

Run ii
Computed, not measured: 2 unconnected molecules or ions with the total composition C2H3N3O, with ωB97M-V/def2-TZVPD.

```
! wB97M-V def2-TZVPD RIJCOSX def2/J DEFGRID3
* xyz 0 1
C -0.70823 -0.95383 -0.23508
C -0.58481 1.15037 0.00548
N -1.93457 -0.57791 -0.06284
N -1.84981 0.77565 0.03786
N 0.12873 0.06262 -0.23270
O 2.56153 -0.29036 -0.00509
H -0.25657 -1.91498 -0.36464
H -0.09839 2.11910 -0.03674
H 2.74211 -0.37065 0.89374
*
```

E_HOMO (spin up / spin down) = -10.9 / -10.5 eV
Kohn-Sham gap (spin up / spin down) = 9.272 / 6.800 eV
molar mass = 85.1 g/mol

run i is favored, and the nearest alternative lies 119.7 kcal/mol above it.

Run i
Computed, not measured: C2H3N3O in the gas phase, with ωB97M-V/def2-TZVPD.

```
! wB97M-V def2-TZVPD RIJCOSX def2/J DEFGRID3
* xyz 0 1
C 0.13174 -0.26781 0.00150
N 1.41560 -0.26875 0.43676
C -1.92570 0.47130 -0.36995
O -1.81444 -0.77925 -0.68082
N -0.52334 -1.27925 -0.46126
N -0.69574 0.84237 0.07105
H 1.94931 -1.08119 0.17378
H 1.91289 0.60685 0.41089
H -0.45032 1.75574 0.41803
*
```

E_HOMO = -9.3 eV
Kohn-Sham gap = 9.726 eV
molar mass = 85.1 g/mol

Run ii
Computed, not measured: C2H3N3O in the gas phase, with ωB97M-V/def2-TZVPD.

```
! wB97M-V def2-TZVPD RIJCOSX def2/J DEFGRID3
* xyz 0 1
C 1.18843 0.21365 -0.01866
C -0.84845 0.85257 -0.06276
H -1.57129 1.77424 -0.35560
H -1.43267 -1.22153 0.59721
H 0.44945 -1.77048 -0.18154
N 0.37519 1.44837 0.13809
N -0.95296 -0.57565 -0.13967
N 0.38415 -0.80847 0.10167
O 2.40815 0.08731 -0.07875
*
```

SMILES = O=c1nc[nH][nH]1
E_HOMO = -9.6 eV
Kohn-Sham gap = 9.818 eV
molar mass = 85.1 g/mol

run i is favored, and the nearest alternative lies 10.1 kcal/mol above it.

Run i
Computed, not measured: C2H3N3O in the gas phase, with ωB97M-V/def2-TZVPD.

```
! wB97M-V def2-TZVPD RIJCOSX def2/J DEFGRID3
* xyz 0 1
O 0.67866 1.76304 -0.94959
C 0.25382 0.64891 -0.39091
N -0.12926 -0.60348 -0.71977
C -0.43741 -1.16273 0.52211
N -0.25367 -0.32111 1.48728
N 0.17955 0.81188 0.90642
H -0.18866 -1.05476 -1.61960
H -0.78511 -2.16816 0.66461
H 0.68207 2.08641 0.09946
*
```

SMILES = Oc1nnc[nH]1
E_HOMO = -9.2 eV
Kohn-Sham gap = 9.789 eV
molar mass = 85.1 g/mol

Run ii
Computed, not measured: C2H3N3O in the gas phase, with ωB97M-V/def2-TZVPD.

```
! wB97M-V def2-TZVPD RIJCOSX def2/J DEFGRID3
* xyz 0 1
N -1.24130 -0.96200 -0.75730
C -0.58760 -0.14654 0.15661
C 0.59396 0.65174 -0.27956
N 1.78186 0.27874 0.11700
N 2.80990 -0.05581 0.44020
O -0.41090 -0.80939 1.27049
H -2.11002 -1.25023 -0.29429
H -1.36918 0.71415 0.17570
H 0.53329 1.57934 -0.82887
*
```

E_HOMO (spin up / spin down) = -9.1 / -9.3 eV
Kohn-Sham gap (spin up / spin down) = 6.705 / 8.248 eV
molar mass = 85.1 g/mol

run i is favored, and the nearest alternative lies 108.4 kcal/mol above it.